No. 1
27
Properties=species:S:1:pos:R:3 method="wB97M-V/def2-TZVPD" max_force_ev_per_a=5.2 e_above_lowest_ev=0.573 spin_multiplicity=1 lumo_energy_ev=3.2 charge=-1
C 4.708 -0.990 0.056
C -3.357 -0.119 1.021
C -2.200 -1.572 -0.733
C -0.988 0.386 0.173
C -0.126 0.845 -0.948
C -2.366 -0.199 -0.184
C 0.961 1.669 -0.206
N 2.119 0.451 0.146
N 2.506 0.617 1.303
O 4.680 0.023 -0.492
O 5.219 -1.765 0.788
O 0.786 2.219 0.919
F 3.466 -1.949 -0.792
H -4.111 -0.760 0.815
H -3.719 0.931 1.144
H -2.965 -0.332 2.090
H -3.116 -1.903 -1.183
H -1.329 -1.412 -1.528
H -1.694 -2.255 -0.008
H -1.026 1.195 0.971
H -0.573 -0.423 0.545
H 0.514 0.075 -1.517
H -0.543 1.510 -1.745
H -2.843 0.356 -0.931
H 1.652 2.191 -0.838
H 2.545 -0.244 -0.518
H 1.798 1.455 1.655



No. 2
15
Properties=species:S:1:pos:R:3 method="wB97M-V/def2-TZVPD" max_force_ev_per_a=6.1 e_above_lowest_ev=1.865 smiles="Br[C@H]1CCNC=[NH+]1" spin_multiplicity=1 lumo_energy_ev=-4.1 charge=+1
Br 2.729 -1.813 1.083
C 1.629 -0.468 -0.047
C 0.022 -1.263 -0.183
C -0.903 -0.215 -0.659
N -0.834 0.869 0.281
C 0.234 1.378 0.821
N 1.411 0.771 0.705
H 2.237 -0.228 -1.029
H -0.069 -1.305 0.919
H 0.215 -2.249 -0.554
H -0.603 0.092 -1.717
H -1.919 -0.692 -0.574
H -1.742 1.163 0.650
H 0.082 2.186 1.442
H 2.337 1.088 1.007



No. 3
17
Properties=species:S:1:pos:R:3 method="wB97M-V/def2-TZVPD" max_force_ev_per_a=2.3 e_above_lowest_ev=1.019 smiles="CSCCCC=O" spin_multiplicity=1 lumo_energy_ev=0.9
C 1.371 -1.387 2.306
S 1.497 0.283 1.453
C -0.227 0.530 0.924
C -0.619 -0.176 -0.374
C -0.083 0.601 -1.632
C -1.112 0.883 -2.681
O -0.960 1.622 -3.605
H 2.319 -1.815 2.016
H 0.471 -1.972 2.169
H 1.406 -1.068 3.345
H -0.860 0.236 1.759
H -0.370 1.597 0.748
H -0.209 -1.187 -0.393
H -1.709 -0.248 -0.432
H 0.878 0.133 -1.865
H 0.304 1.555 -1.259
H -2.098 0.413 -2.479